(1)
Molecular formula: C34H31BCo2O8
Method: DFT, wB97M-V/def2-TZVPD

```
76
Properties=species:S:1:pos:R:3:forces:R:3:lowdin_charge:R:1
C -3.126 -1.840 0.887 0.0 -0.1 0.2 -0.0164
C -3.056 -0.528 0.091 -0.3 0.2 0.4 -0.4230
C -3.443 -0.828 -1.341 -0.1 0.1 -0.2 -0.0134
C -3.795 0.728 0.815 -0.3 -0.3 -0.1 -0.4354
C -4.316 1.861 -0.102 -0.1 -0.3 -0.1 -0.0005
C -4.847 0.326 1.836 -0.3 -0.3 0.1 -0.0083
O -2.719 1.381 1.519 1.0 -0.4 -1.2 0.1086
B -1.635 1.143 0.656 0.5 -1.1 1.5 -0.5882
C -0.445 2.106 0.521 1.1 0.4 0.5 -0.0778
C 0.510 2.015 -0.512 0.2 0.9 0.0 -0.0335
C 1.303 3.129 -0.856 -0.3 0.4 0.7 -0.0767
C 1.209 4.310 -0.083 -0.6 -0.4 -0.1 -0.0867
C 0.461 4.299 1.115 0.3 -0.2 -0.4 -0.0793
C -0.321 3.178 1.429 0.4 0.6 -0.7 -0.0347
C 1.293 -1.376 3.456 -2.5 2.1 -0.4 0.0174
C 1.871 -1.087 2.102 0.2 -0.3 -0.6 -0.2313
C 2.693 0.018 1.803 0.5 0.2 0.4 -0.0411
C 3.596 -0.054 0.735 -0.1 0.1 -0.4 -0.0823
C 3.585 -1.180 -0.103 -0.4 0.3 0.0 -0.0887
C 2.502 -2.062 -0.035 -0.2 0.0 -0.3 -0.0820
C 1.610 -1.984 1.036 0.5 -0.2 0.4 -0.0325
O -1.673 -0.079 0.015 -0.7 0.8 0.1 0.1259
H -4.128 -2.295 0.862 0.2 0.3 -0.1 0.0998
H -2.447 -2.576 0.443 0.0 0.2 -0.1 0.0884
H -2.845 -1.733 1.937 0.0 0.2 -0.1 0.0717
H -4.503 -1.080 -1.438 0.1 0.1 0.0 0.0972
H -3.186 0.014 -1.986 -0.2 0.0 0.0 0.0913
H -2.839 -1.680 -1.681 -0.2 0.2 0.1 0.0948
H -5.240 1.630 -0.646 0.2 -0.1 0.2 0.0926
H -4.473 2.741 0.538 -0.1 -0.4 -0.1 0.1020
H -3.556 2.170 -0.825 0.0 -0.2 -0.1 0.0910
H -5.757 -0.057 1.359 0.1 0.1 -0.1 0.0972
H -4.495 -0.456 2.513 0.1 0.2 -0.1 0.0710
H -5.121 1.183 2.459 0.1 0.0 -0.2 0.0970
H 0.673 1.080 -1.032 -0.4 0.0 -0.3 0.1119
H 1.966 3.117 -1.728 -0.3 -0.1 0.4 0.1013
H 1.642 5.251 -0.453 0.1 -0.6 0.4 0.1022
H 0.474 5.181 1.770 0.0 -0.5 -0.3 0.1038
H -0.817 3.131 2.389 -0.5 0.2 -0.2 0.1125
H 0.990 -0.469 3.995 0.3 -0.1 -0.2 0.1035
H 0.367 -1.959 3.374 0.6 -0.2 0.2 0.0924
H 2.617 0.950 2.391 0.3 -0.8 0.0 0.1241
H 4.298 0.772 0.499 -0.6 -0.6 0.4 0.1163
H 4.354 -1.309 -0.863 -0.3 0.1 0.1 0.1030
H 2.343 -2.798 -0.846 0.1 0.4 0.7 0.1144
H 0.712 -2.615 1.070 0.6 0.0 0.2 0.1183
O -3.015 -2.070 4.704 1.1 -1.1 1.2 0.1119
C -2.412 -2.852 5.312 -0.9 0.5 -1.7 -0.1427
Co -1.495 -4.032 6.235 0.2 0.3 -0.5 0.0338
C -0.890 -3.139 7.636 1.7 1.8 2.6 -0.1263
O -0.419 -2.533 8.502 -1.0 -1.0 -1.5 0.1307
C -2.936 -4.833 6.862 -1.8 -1.4 0.8 -0.1675
O -3.866 -5.334 7.324 1.3 0.8 -0.7 0.1312
C -0.001 -3.938 5.013 -1.0 1.0 -2.9 -0.2753
C 1.192 -3.421 5.560 -0.1 3.1 -2.2 -0.2215
C 1.894 -2.298 5.326 0.4 -3.7 2.3 -0.0167
C 2.730 -1.607 6.293 1.5 2.5 -0.4 -0.1957
C 2.761 -0.192 6.279 0.2 -0.2 0.2 -0.0322
C 3.570 0.534 7.162 -0.3 -0.3 -0.1 -0.0822
C 4.324 -0.131 8.127 0.1 0.0 0.3 -0.0961
C 4.371 -1.526 8.119 -0.5 -0.2 -0.6 -0.0678
C 3.637 -2.252 7.164 -0.1 0.1 -0.3 -0.0306
Co 0.845 -5.140 6.037 -0.4 -2.9 3.0 0.0450
C -0.461 -6.304 6.728 -0.5 -1.7 0.1 -0.1084
O -0.965 -7.253 7.180 1.1 2.4 -1.0 0.1175
C 1.627 -4.867 7.574 2.4 0.4 4.5 -0.1269
O 2.153 -4.596 8.584 -1.7 -0.8 -3.1 0.1354
C 2.050 -6.177 5.175 1.6 -0.8 -2.2 -0.0625
O 2.918 -6.674 4.582 -2.1 1.1 1.7 0.1222
H -0.192 -3.884 3.935 0.1 -0.1 0.3 0.0749
H 2.119 -2.040 4.112 0.0 0.0 -0.5 0.1078
H 2.169 0.321 5.520 0.2 0.0 0.4 0.0958
H 3.603 1.622 7.094 -0.1 -0.3 0.1 0.1040
H 4.893 0.431 8.885 -0.3 -0.3 -0.5 0.1080
H 4.991 -2.071 8.834 -0.1 0.2 -0.3 0.1096
H 3.814 -3.311 7.005 -0.2 0.1 0.4 0.1070
```
Forces are in eV/Å.

## Properties
energy above the lowest of the compared OMol25 structures with the same formula, charge and spin: 53.6 kJ/mol
2S+1: 1
frontier orbital gap: 6.35 eV
E_HOMO: -7.7 eV
DFT total energy: -4706.3590 Eh
max |F|: 5.101 eV/Å



(2)
Molecular formula: C8H24O8
Method: DFT, wB97M-V/def2-TZVPD

```
40
Properties=species:S:1:pos:R:3:forces:R:3:lowdin_charge:R:1
C 2.383 4.987 -0.631 1.6 0.6 0.3 -0.1627
C 0.904 4.606 -0.459 -1.2 -2.2 0.8 -0.0813
O 0.574 3.561 -1.404 -0.6 3.1 -0.4 0.2225
O 3.281 3.949 -0.356 -1.0 -0.1 -0.1 0.0260
H 2.632 5.739 0.118 -1.0 0.4 0.8 0.1600
H 2.595 5.571 -1.527 -0.2 -0.7 -0.7 0.1460
H 0.168 5.402 -0.349 0.3 0.4 -1.5 0.1555
H 0.674 4.056 0.454 1.1 0.0 0.8 0.1285
H 0.897 2.739 -1.028 0.9 -2.1 0.4 0.0864
H 4.138 4.151 -0.739 0.2 -0.1 -0.3 0.1245
C -1.223 -5.011 -0.584 -1.4 -1.5 -1.8 -0.2538
C -0.992 -6.257 -1.504 0.4 0.2 0.0 -0.2274
O -2.028 -7.043 -2.122 -0.1 0.9 1.1 -0.0573
O -1.910 -5.316 0.618 0.7 0.2 -0.3 -0.0402
H -1.788 -4.318 -1.208 -0.2 0.5 0.3 0.1128
H -0.193 -4.660 -0.531 0.1 0.2 0.8 0.1018
H -0.344 -6.900 -0.907 0.1 -0.4 -0.2 0.1142
H -0.440 -5.792 -2.321 0.5 -0.2 0.0 0.1092
H -1.797 -7.139 -3.049 0.0 0.0 0.1 0.0776
H -1.620 -4.703 1.297 -0.1 0.0 0.1 0.0722
C -1.616 2.412 1.415 0.7 0.7 1.3 -0.2744
C -2.309 1.158 0.937 -0.6 1.7 0.0 -0.1941
O -1.899 1.013 -0.422 0.6 -1.3 0.2 -0.0610
O -1.837 2.648 2.795 -0.5 -0.3 0.0 -0.0326
H -1.857 3.318 0.859 -0.6 0.1 -0.5 0.1181
H -0.542 2.298 1.275 0.4 -0.5 -0.2 0.0938
H -3.394 1.263 0.948 -0.1 0.1 0.3 0.1314
H -2.048 0.395 1.671 0.4 -0.7 -0.9 0.1329
H -1.996 1.857 -0.870 -0.3 0.1 0.0 0.0871
H -1.142 3.202 3.157 0.0 0.0 0.0 0.0898
C 1.438 -1.419 0.492 0.7 0.4 1.3 -0.2200
C 1.791 0.078 0.412 1.5 -0.4 -1.5 -0.1897
O 0.988 0.841 -0.489 -0.7 0.0 0.5 -0.0743
O 0.124 -1.538 0.992 -0.4 0.2 -0.3 -0.0525
H 2.103 -1.815 1.260 0.4 0.1 0.2 0.1218
H 1.643 -2.076 -0.353 -0.3 0.6 -0.7 0.1268
H 2.746 0.201 -0.098 0.6 -0.4 0.8 0.1256
H 1.821 0.533 1.402 -0.2 -0.1 0.1 0.1270
H 0.128 0.483 -0.258 -1.4 0.5 -0.7 0.0486
H -0.049 -2.476 1.105 -0.3 0.0 0.0 0.0811
```
Forces are in eV/Å.

## Properties
energy above the lowest of the compared OMol25 structures with the same formula, charge and spin: 50.7 kJ/mol
2S+1: 2
⟨S²⟩: 0.76
frontier orbital gap (alpha / beta): 8.80 / 1.88 eV
net charge: +1
E_HOMO (alpha / beta): -11.7 / -11.7 eV
DFT total energy: -920.6257 Eh
max |F|: 3.173 eV/Å



(3)
Molecular formula: C6H10O
Method: DFT, wB97M-V/def2-TZVPD

```
17
Properties=species:S:1:pos:R:3:forces:R:3:lowdin_charge:R:1
C -0.330 -0.917 2.103 -0.1 0.1 0.0 -0.0915
C -0.457 -0.975 0.566 0.9 -0.2 -0.5 -0.1907
C -0.968 0.190 -0.280 0.4 -0.2 -1.0 -0.2453
O -0.630 1.451 0.319 0.0 0.2 0.0 -0.0574
C 0.169 1.793 -0.797 0.3 0.4 0.0 -0.2510
C 1.271 0.786 -1.069 0.3 -0.5 0.8 -0.0617
C -0.109 0.583 -1.616 -0.7 -0.6 0.7 -0.1151
H -1.205 -1.266 2.661 0.0 0.2 -0.2 0.0656
H -0.070 0.086 2.452 -0.1 -0.1 -0.1 0.0707
H 0.501 -1.584 2.375 -0.3 0.2 0.0 0.0716
H -0.976 -1.893 0.260 0.3 0.1 0.0 0.1156
H 0.618 -0.993 0.260 -1.1 -1.0 0.2 0.0791
H -2.011 0.146 -0.600 -0.1 0.0 0.5 0.1398
H 0.176 2.850 -1.044 0.3 -0.2 -0.2 0.1453
H 2.174 1.038 -1.617 -0.6 0.2 -0.4 0.1063
H 1.506 0.031 -0.288 0.3 1.3 -0.5 0.0870
H -0.423 0.439 -2.658 0.2 0.1 0.6 0.1318
```
Forces are in eV/Å.

## Properties
energy above the lowest of the compared OMol25 structures with the same formula, charge and spin: 250.5 kJ/mol
2S+1: 1
frontier orbital gap: 10.36 eV
E_HOMO: -9.2 eV
DFT total energy: -309.7470 Eh
max |F|: 1.529 eV/Å



(4)
Molecular formula: C14H24N2O13PS
Method: DFT, wB97M-V/def2-TZVPD

```
55
Properties=species:S:1:pos:R:3:forces:R:3:lowdin_charge:R:1
C -1.621 -5.451 1.223 1.3 0.6 0.3 -0.0079
C -1.146 -3.906 1.158 -2.6 1.0 -0.3 -0.3960
O -2.047 -3.021 1.079 4.1 -2.9 0.5 0.0293
O 0.262 -3.668 1.243 -3.4 -0.1 1.2 -0.0860
C 0.554 -2.752 2.373 1.1 0.6 0.3 -0.1550
C 1.485 -1.574 1.761 0.6 -0.5 0.9 -0.1470
C 1.165 -0.109 2.348 0.2 -0.4 0.5 -0.1696
C -0.317 0.443 2.056 0.4 -1.0 0.7 -0.0933
C -0.542 1.131 0.617 -2.5 -0.1 0.8 -0.3274
C -1.037 -0.018 -0.398 -0.4 -0.8 0.0 -0.0511
C -1.677 0.498 -1.772 -3.5 1.2 -0.6 -0.1521
O -2.891 0.905 -1.878 5.2 -1.7 0.8 -0.0346
O 0.516 1.991 0.154 0.0 -1.6 -0.6 -0.1250
C 1.540 1.331 -0.612 1.8 -0.2 -1.0 -0.6384
S 3.160 2.154 -0.066 -0.2 0.1 0.2 0.7490
C 1.474 1.559 -2.215 0.0 0.4 -0.8 -0.2016
P 1.984 -0.084 -3.025 4.9 -2.4 0.0 0.6654
O 3.307 -0.622 -2.398 -4.5 1.6 -1.2 -0.3410
O 0.821 -1.332 -2.873 0.6 1.9 -1.2 -0.2190
O 2.297 0.082 -4.721 -1.5 -1.0 2.4 -0.2077
C -1.837 2.119 0.820 0.8 1.1 0.8 -0.2595
O -1.385 3.204 1.708 -0.9 -0.9 -0.5 -0.0289
O -2.934 1.406 1.490 -0.2 1.6 -1.7 -0.0883
C -4.199 2.062 1.260 -0.4 0.9 1.3 -0.2169
N -5.167 1.239 0.420 -3.3 -2.0 4.5 0.1134
C -6.083 0.742 1.233 -2.1 0.8 0.1 -0.1768
O -7.081 0.412 1.931 6.2 1.6 -4.3 0.0746
H -1.187 -6.047 0.338 -0.8 1.0 1.3 0.0911
H -2.769 -5.472 1.277 2.0 0.0 -0.2 0.0916
H -1.123 -5.886 2.179 -1.0 0.6 -1.6 0.0944
H -0.391 -2.370 2.897 1.2 -0.5 -1.2 0.1214
H 1.118 -3.396 3.161 -0.8 1.2 -1.4 0.1344
H 2.575 -1.847 2.064 -1.8 0.6 -0.7 0.1273
H 1.445 -1.663 0.619 -0.1 0.3 1.7 0.1043
H 1.997 0.617 2.026 -1.4 -1.0 0.4 0.0859
H 1.262 -0.197 3.507 -0.2 0.2 -1.9 0.1223
H -1.029 -0.476 2.124 1.1 1.7 -0.2 0.1133
H -0.611 1.109 2.955 0.5 -0.7 -1.9 0.1335
H -0.201 -0.811 -0.558 -1.4 1.6 0.0 0.1115
H -1.882 -0.601 0.153 1.4 1.2 -1.0 0.1301
H -1.078 0.515 -2.771 -0.6 -0.2 1.8 0.1078
H 1.700 0.220 -0.387 -0.7 1.7 -0.2 0.0760
H 4.110 2.029 -1.086 -1.2 -0.4 0.2 -0.1012
H 2.301 2.320 -2.520 -1.3 -1.5 0.4 0.0983
H 0.489 1.994 -2.606 1.3 -0.8 0.7 0.0949
H 0.246 -1.413 -3.670 0.6 0.2 0.8 0.0739
H 2.575 -0.829 -5.014 -0.1 1.3 0.5 0.0804
H -2.158 2.637 -0.150 0.2 -1.2 1.2 0.1614
H -2.157 3.722 2.029 0.7 -0.7 -0.5 0.0970
H -4.745 2.229 2.276 1.4 -0.2 -1.4 0.1398
H -4.056 3.126 0.808 -0.3 -2.1 0.3 0.1489
N 6.243 2.938 -3.142 0.5 0.2 0.1 -0.6566
O 6.497 4.040 -3.661 -0.1 0.1 -0.1 -0.0875
O 7.130 2.321 -2.523 0.0 -0.1 0.1 -0.0842
O 5.097 2.450 -3.241 -0.6 -0.2 0.2 -0.1189
```
Forces are in eV/Å.

## Properties
2S+1: 1
frontier orbital gap: 6.23 eV
net charge: -1
E_HOMO: -4.4 eV
DFT total energy: -2374.8430 Eh
max |F|: 7.762 eV/Å



Q: The lowest DFT total energy belongs to which entry?
A: C34H31BCo2O8